Record 1
The following is a quantum chemistry calculation of a 4-piece molecular cluster, C25H49F8IN5O4 overall in a non-equilibrium geometry, from OMol25.

## Properties
LUMO level = -2.6 eV
charge = +1
ΔE to the lowest compared entry with this formula, charge and spin = 0.0000 eV
E_HOMO = -10.93 eV

CARTESIAN COORDINATES (ANGSTROEM)
C: 0.4918 -4.0889 1.1391
C: 0.0463 -2.6474 1.3885
I: -0.7105 -2.4566 3.3921
C: 1.2344 -1.6896 1.2185
N: 1.2170 -0.9774 -0.0763
C: 0.1043 -0.6093 -0.8025
C: 0.5475 -0.0065 -1.9433
N: 1.9113 -0.0326 -1.8786
C: 2.3110 -0.6183 -0.7411
C: 3.7386 -0.8578 -0.4046
C: 4.2927 -0.1617 0.8353
O: 4.1690 1.2404 0.8509
C: 4.7110 1.8442 -0.2907
C: 5.0461 3.3098 -0.0871
F: 5.2095 3.8065 -1.3406
F: 6.2237 3.4215 0.5506
C: 3.9764 4.1961 0.6289
F: 3.9399 5.3986 0.0332
F: 2.7772 3.6021 0.4654
C: 4.2380 4.4397 2.1282
F: 5.3809 5.1420 2.2535
F: 4.4061 3.2409 2.7197
C: 3.1263 5.2397 2.8734
F: 2.5550 4.4478 3.8001
F: 2.1711 5.6487 2.0194
H: -0.1290 -4.8011 1.6625
H: 1.5084 -4.2241 1.4864
H: 0.4405 -4.2861 0.0718
H: -0.7911 -2.3850 0.7642
H: 1.2743 -0.9381 1.9972
H: 2.1451 -2.2717 1.2616
H: -0.8952 -0.7677 -0.4587
H: -0.0041 0.4124 -2.7584
H: 2.5306 0.3191 -2.5879
H: 4.3189 -0.6133 -1.2866
H: 3.8535 -1.9317 -0.2611
H: 5.3455 -0.4295 0.9245
H: 3.7870 -0.5352 1.7171
H: 4.0623 1.7706 -1.1611
H: 5.6683 1.3854 -0.5493
H: 3.5727 6.1022 3.3591
C: -3.1682 3.2350 3.0933
C: -2.3106 2.0282 3.4581
C: -1.3619 1.5796 2.3341
O: -1.9891 0.8485 1.2922
C: -2.6092 1.6469 0.2912
N: -3.1826 0.9434 3.9098
H: -3.9724 2.9673 2.4078
H: -3.6311 3.6448 3.9895
H: -2.5705 4.0217 2.6298
H: -1.6789 2.3163 4.3006
H: -0.6274 0.8933 2.7674
H: -0.8061 2.4282 1.9178
H: -2.0374 2.5607 0.1021
H: -3.6348 1.9008 0.5530
H: -2.6473 1.0596 -0.6273
H: -2.6068 0.1772 4.2446
H: -3.6494 0.5694 3.0880
C: 3.5113 -4.8973 -4.4950
C: 3.5354 -3.9207 -3.3261
C: 4.5062 -4.3088 -2.2026
O: 4.0425 -5.3306 -1.3499
C: 4.2800 -6.6583 -1.7963
N: 2.1663 -3.7393 -2.8284
H: 2.9824 -5.8158 -4.2427
H: 2.9972 -4.4512 -5.3446
H: 4.5220 -5.1597 -4.8102
H: 3.8802 -2.9553 -3.7120
H: 4.6374 -3.4341 -1.5541
H: 5.4950 -4.5603 -2.6055
H: 5.2344 -6.7330 -2.3234
H: 3.4788 -7.0165 -2.4455
H: 4.3164 -7.2951 -0.9146
H: 2.1723 -3.0211 -2.1074
H: 1.9078 -4.5892 -2.3337
C: -7.3311 2.5669 0.2469
C: -7.0256 2.2164 -1.2053
C: -8.1650 1.4811 -1.9219
O: -8.2859 0.1159 -1.5807
C: -9.0440 -0.1594 -0.4166
N: -5.7642 1.4684 -1.2598
H: -7.2844 1.6904 0.8934
H: -6.6016 3.2852 0.6206
H: -8.3224 3.0113 0.3459
H: -6.8736 3.1560 -1.7441
H: -7.9568 1.4950 -2.9950
H: -9.1211 1.9978 -1.7706
H: -9.8791 0.5387 -0.3121
H: -8.4309 -0.1250 0.4875
H: -9.4429 -1.1675 -0.5191
H: -5.5049 1.3244 -2.2318
H: -5.9509 0.5318 -0.9105

Forces on the atoms, in the same order (eV/Å):
-0.27 0.36 -0.08
0.51 -0.31 0.54
0.03 0.01 0.00
-0.53 0.33 -0.08
0.15 -0.26 -0.09
0.16 0.47 -0.64
-0.54 -0.46 0.80
0.09 -0.02 0.23
0.20 0.32 -0.40
-0.23 -0.26 0.05
0.14 0.10 0.10
-0.40 -0.05 -0.20
0.27 -0.17 0.16
-0.15 0.07 -0.14
0.07 0.06 -0.01
0.20 0.01 0.10
0.18 0.19 -0.05
0.04 0.03 -0.12
-0.25 -0.14 -0.05
-0.05 -0.26 0.16
0.04 0.13 0.02
0.06 0.05 0.05
0.04 -0.18 0.07
-0.08 -0.01 0.01
-0.17 0.10 -0.08
-0.23 -0.17 -0.06
0.20 -0.16 0.06
0.13 -0.18 -0.19
-0.19 0.11 -0.07
-0.08 0.17 0.10
0.26 -0.01 -0.04
-0.18 0.06 0.16
-0.02 0.09 -0.17
0.13 0.03 -0.06
0.17 0.05 -0.18
0.15 -0.14 0.09
0.18 -0.15 -0.04
-0.09 0.10 0.24
-0.28 0.08 -0.07
0.16 -0.05 -0.10
0.06 0.14 0.08
0.04 0.07 0.02
-0.21 0.05 -0.20
0.12 -0.08 0.22
0.17 0.00 -0.23
-0.05 -0.11 0.07
0.21 -0.07 -0.12
0.00 -0.04 -0.02
-0.02 -0.03 0.01
0.01 0.01 -0.01
0.11 0.00 0.03
-0.04 -0.05 0.01
-0.05 0.10 -0.02
-0.01 0.02 0.03
0.00 0.07 -0.07
-0.02 -0.03 -0.01
-0.05 -0.02 0.12
-0.13 0.00 0.06
0.05 0.02 -0.05
-0.06 -0.20 -0.04
0.07 0.12 0.04
-0.04 -0.01 -0.01
-0.03 -0.03 0.08
0.09 0.19 0.16
0.01 -0.02 0.05
-0.04 0.00 0.01
0.00 -0.01 0.01
0.02 0.04 0.01
0.03 -0.07 -0.03
-0.02 -0.02 -0.05
0.00 0.01 -0.03
0.04 0.01 -0.06
0.00 0.02 0.02
-0.05 0.00 -0.02
-0.07 -0.04 -0.08
0.01 0.06 0.01
-0.02 -0.05 0.19
0.01 0.07 -0.15
-0.01 -0.02 0.09
0.03 -0.09 -0.05
0.03 -0.05 -0.12
-0.02 -0.04 -0.02
0.03 -0.01 -0.01
-0.01 -0.01 0.00
-0.02 0.00 -0.06
0.01 -0.04 0.00
0.02 0.03 0.06
0.00 0.03 0.02
-0.04 0.06 0.02
0.00 0.00 -0.02
0.01 0.06 -0.01
-0.01 0.00 0.05

Record 2
The following is a quantum chemistry calculation of one molecule with the formula C3H4BrNO in a non-equilibrium geometry, from OMol25.

## Properties
LUMO level = 0.5 eV
charge = 0
SMILES = Br[C@@H]1N=CCO1
ΔE to the lowest compared entry with this formula, charge and spin = 0.9724 eV
E_HOMO = -10.05 eV

CARTESIAN COORDINATES (ANGSTROEM)
Br: -2.6110 0.0239 -0.4116
C: -0.9396 -0.0061 0.7178
N: -0.2514 1.1912 0.4463
C: 0.7516 0.8732 -0.2536
C: 0.8353 -0.6120 -0.4694
O: -0.1653 -1.0855 0.4200
H: -1.4369 -0.0532 1.9244
H: 1.4387 1.5944 -0.6542
H: 0.5821 -0.8670 -1.5096
H: 1.7966 -1.0588 -0.2102

Forces on the atoms, in the same order (eV/Å):
0.16 -0.04 0.06
-2.78 -0.39 4.04
0.23 0.88 -0.07
0.06 -0.51 0.05
0.18 0.00 -0.34
0.18 -0.24 0.02
1.77 0.03 -3.79
0.20 0.24 -0.10
0.07 -0.01 0.12
-0.07 0.04 0.00

Record 3
The following is a quantum chemistry calculation of C25H30N3O9Sc as an isolated structure in a non-equilibrium geometry, from OMol25.

## Properties
LUMO level = -2.1 eV
charge = 0
E_HOMO = -7.19 eV

CARTESIAN COORDINATES (ANGSTROEM)
O: -0.4585 -0.9283 -2.0445
C: -0.9033 0.3454 -2.7948
C: -0.7041 -0.2823 -4.1571
H: -0.2524 1.1764 -2.5138
H: -1.9555 0.5569 -2.5882
C: -0.3371 -1.5669 -3.4043
H: 0.1117 0.1687 -4.7234
H: -1.6265 -0.3369 -4.7420
C: 1.0789 -2.0170 -3.6923
H: 1.8041 -1.2429 -3.4095
H: 1.1748 -2.2092 -4.7681
H: 1.3081 -2.9534 -3.1748
C: -1.3510 -2.6797 -3.5323
H: -2.3641 -2.3271 -3.3034
H: -1.1082 -3.4916 -2.8377
H: -1.3338 -3.0880 -4.5530
Sc: -0.5697 -1.2064 -0.0444
C: -2.8798 -1.7517 1.1076
C: -2.6537 -0.3384 1.2025
C: -2.7113 0.2049 -0.1241
H: -2.7126 0.2919 2.0841
C: -3.0539 -0.8617 -1.0007
C: -3.0595 -2.0780 -0.2551
H: -3.2683 -3.0680 -0.6571
H: -2.9166 -2.4346 1.9480
H: -2.6348 1.2658 -0.3582
H: -3.3982 -0.7708 -2.0273
C: 0.4650 -2.9052 1.5451
C: -0.2585 -3.5793 0.5152
C: 0.4621 -3.3939 -0.6977
H: -1.1471 -4.1940 0.6539
C: 1.5917 -2.5539 -0.4235
C: 1.5883 -2.2617 0.9637
H: 2.3893 -1.7706 1.5144
H: 0.2434 -2.9892 2.6005
H: 0.2751 -3.9442 -1.6166
H: 2.3726 -2.2697 -1.1277
O: 0.1520 3.4032 -1.9479
C: 1.4426 3.0540 -2.5100
C: 2.5479 3.9077 -1.8635
H: 1.3460 3.2244 -3.5961
H: 1.6182 1.9680 -2.3450
C: 1.8297 4.7272 -0.7583
H: 3.0120 4.5434 -2.6250
H: 3.3044 3.2530 -1.4251
C: 0.3429 4.3324 -0.8604
H: 1.9468 5.8027 -0.9114
H: 2.2192 4.4421 0.2242
H: -0.3184 5.1892 -1.0525
H: 0.0063 3.8510 0.0773
O: 2.4184 3.0029 5.7842
N: 1.6198 2.0766 6.0291
O: 1.2743 1.7832 7.1940
C: 1.0802 1.3010 4.9376
C: 1.4652 1.5841 3.6133
C: 0.9313 0.8290 2.5706
C: -0.0511 -0.1622 2.8637
O: -0.7078 -0.6998 1.9004
C: -0.3401 -0.4948 4.2090
C: 0.1817 0.2648 5.2447
N: -1.2913 -1.5709 4.4719
O: -1.8993 -1.5436 5.5638
O: -1.4576 -2.4846 3.6382
N: 1.2570 1.0892 1.1989
O: 2.0930 1.9597 0.9370
O: 0.6987 0.4378 0.2166
H: 2.1710 2.3768 3.3837
H: -0.0995 0.0369 6.2733

Forces on the atoms, in the same order (eV/Å):
-0.02 1.94 -3.65
-0.01 -0.11 0.85
-0.01 0.05 0.53
-0.32 -0.25 0.04
0.48 0.01 0.27
0.32 -0.53 -0.33
-0.11 -0.21 -0.06
0.29 -0.05 0.00
0.12 -0.26 0.11
-0.18 -0.19 -0.05
-0.07 0.10 0.15
0.11 0.25 -0.05
-0.16 -0.29 0.02
0.26 -0.06 -0.11
-0.20 0.22 -0.24
0.02 0.18 0.21
-1.69 -1.91 1.24
0.01 1.15 0.03
-2.72 -0.32 -1.68
-0.41 -0.49 0.72
0.39 -0.33 -0.10
0.05 -0.72 0.39
-0.35 0.89 -0.55
0.03 0.28 0.11
0.15 0.12 -0.27
-0.12 -0.29 -0.02
0.48 -0.04 0.11
0.54 -0.84 -0.70
0.83 0.00 0.29
0.41 0.17 0.30
0.34 0.24 -0.04
-0.38 -0.49 0.04
-0.30 -0.86 -0.13
-0.33 0.13 -0.21
-0.01 0.30 -0.45
0.00 0.41 0.29
-0.34 -0.01 0.19
1.22 0.37 0.31
-0.57 -0.39 -0.24
-0.46 -0.06 -0.02
0.22 -0.09 0.33
-0.02 0.56 -0.01
-0.15 -0.32 -0.30
-0.02 -0.07 0.29
-0.01 0.19 -0.12
-0.44 -0.27 0.18
0.10 -0.17 0.10
-0.05 0.26 -0.20
0.23 -0.15 0.08
0.07 0.14 -0.36
-1.39 -1.61 -0.03
1.08 1.35 2.09
0.40 0.30 -2.20
0.01 -0.12 -1.11
0.13 0.03 0.35
-0.26 0.07 0.55
-1.27 -1.30 -3.10
3.12 1.07 4.18
0.34 0.75 0.79
-0.39 -0.73 -0.40
-1.59 -1.79 0.91
1.21 0.26 -1.79
0.40 1.96 1.96
0.23 0.26 -1.97
-1.27 -1.31 0.48
1.98 2.53 2.05
-0.09 -0.08 0.25
0.15 0.18 -0.30

Record 4
The following is a quantum chemistry calculation of C17H17BrCaN8O6S2 as an isolated structure, from OMol25.

## Properties
LUMO level = 0.0 eV
charge = 0
ΔE to the lowest compared entry with this formula, charge and spin = 0.7158 eV
E_HOMO = -8.20 eV

CARTESIAN COORDINATES (ANGSTROEM)
Ca: 0.4425 -0.0984 -0.1008
C: -0.4624 -4.4927 -0.3504
O: 0.5026 -4.3377 0.7068
C: 0.6662 -3.1024 1.1494
O: -0.0660 -2.1587 0.8553
N: 1.7229 -2.9859 1.9839
N: 2.0599 -1.6992 2.4242
H: -0.5276 -5.5625 -0.5172
H: -0.0985 -3.9867 -1.2429
H: -1.4250 -4.0926 -0.0432
H: 2.4178 -3.7181 1.9455
H: 2.7957 -1.3010 1.8417
H: 2.3461 -1.7369 3.3924
O: 0.8722 -1.2239 -2.1430
S: 2.2496 -1.6648 -1.8755
O: 2.4124 -3.0923 -1.8056
N: 2.7363 -0.8842 -0.5512
C: 3.8484 -0.1266 -0.7862
S: 4.6716 0.6826 0.3676
C: 4.2144 -0.1216 -2.2420
C: 5.2303 0.5745 -2.8775
C: 5.3650 0.4247 -4.2492
C: 4.5133 -0.4071 -4.9790
C: 3.4981 -1.1117 -4.3489
C: 3.3811 -0.9353 -2.9828
H: 5.8842 1.2158 -2.3018
H: 6.1476 0.9638 -4.7670
H: 4.6495 -0.5020 -6.0481
H: 2.8330 -1.7620 -4.9000
N: -3.5354 3.4335 1.4755
N: -2.8021 2.2500 1.5321
N: -2.2349 1.8451 2.6458
C: -1.5926 0.7696 2.2109
N: -1.7889 0.5522 0.9068
N: -2.5668 1.5381 0.4834
H: -3.9580 3.5339 2.3935
H: -4.2623 3.2872 0.7815
H: -0.9814 0.1443 2.8397
Br: 4.1391 5.9210 2.7895
C: 3.3407 5.3053 1.1830
C: 3.4754 6.0595 0.0276
C: 2.8936 5.6047 -1.1466
C: 2.1875 4.4111 -1.1619
C: 2.0605 3.6696 0.0044
C: 2.6408 4.1137 1.1870
C: 1.3165 2.3661 -0.0032
O: 1.1979 1.7364 1.0855
O: 0.8667 1.9405 -1.0987
H: 4.0295 6.9878 0.0495
H: 2.9952 6.1863 -2.0537
H: 1.7338 4.0386 -2.0698
H: 2.5433 3.5176 2.0827

Forces on the atoms, in the same order (eV/Å):
-0.23 0.05 0.17
0.05 -0.02 0.00
0.04 0.01 0.08
0.12 0.40 0.11
-0.12 -0.31 -0.15
-0.01 0.01 -0.02
0.06 -0.03 -0.18
0.00 0.00 -0.02
-0.04 0.00 0.00
-0.01 0.01 -0.02
-0.01 0.04 -0.01
-0.01 -0.01 0.06
-0.02 0.00 -0.03
0.11 -0.20 0.01
-0.18 -0.11 -0.06
-0.02 0.03 0.00
0.26 -0.14 -0.04
-0.31 -0.22 -0.09
0.12 0.14 0.15
0.02 0.01 0.10
-0.04 -0.02 0.05
-0.01 -0.02 -0.05
0.05 0.04 0.01
0.13 0.10 0.06
0.00 -0.04 -0.30
0.00 0.00 0.00
0.00 -0.01 -0.01
-0.01 0.00 0.00
-0.02 -0.01 0.02
-0.01 -0.32 0.06
-0.08 0.28 0.14
-0.02 -0.05 -0.12
-0.04 -0.10 0.21
0.03 0.26 -0.05
0.08 -0.17 -0.08
0.01 0.08 -0.04
0.03 0.06 -0.01
0.01 0.01 0.00
0.01 0.01 0.02
-0.03 -0.03 -0.06
0.02 0.03 0.04
-0.03 -0.04 -0.02
0.01 0.03 -0.01
0.03 0.03 0.06
0.01 0.02 -0.01
0.29 0.38 0.15
-0.13 -0.07 0.05
-0.13 -0.11 -0.18
0.00 0.00 -0.01
0.01 0.01 0.01
-0.01 -0.01 0.01
-0.01 -0.01 0.00